Computed, not measured: a single C5H12N2 molecule, with ωB97M-V/def2-TZVPD.

```
19
Properties=species:S:1:pos:R:3
C 1.0749 -1.8431 0.7921
C 1.3432 -0.9218 -0.5694
C 0.6215 0.4983 -0.3416
N -2.4018 2.2422 -0.3619
C -1.8986 0.9882 -0.8396
C -0.6857 0.4905 -1.1628
N 1.8876 -1.3207 1.9826
H 0.0563 -1.7264 1.1222
H 1.2902 -2.8876 0.5730
H 2.4332 -0.8894 -0.7003
H 0.9376 -1.3513 -1.5460
H 1.2156 1.4438 -0.6017
H 0.2616 0.5061 0.8187
H -3.3587 2.5259 -0.5515
H -2.2308 2.3009 0.6258
H -2.7967 0.3796 -1.1531
H -0.6597 -0.1539 -1.9619
H 1.3792 -1.4602 2.8449
H 2.3392 -0.4106 1.9126
```

Output
SMILES string	N/C=C\CCCN
LUMO	0.9	eV
total charge	0
HOMO-LUMO gap	9.09	eV
F_max	3.5	eV Å⁻¹

What are the Löwdin partial charges on each atom? They are as follows, in elementary charge units: atom 1 (C): -0.22, atom 2 (C): -0.16, atom 3 (C): -0.21, atom 4 (N): 0.01, atom 5 (C): -0.22, atom 6 (C): -0.14, atom 7 (N): -0.04, atom 8 (H): 0.08, atom 9 (H): 0.08, atom 10 (H): 0.08, atom 11 (H): 0.10, atom 12 (H): 0.11, atom 13 (H): 0.13, atom 14 (H): 0.07, atom 15 (H): 0.06, atom 16 (H): 0.11, atom 17 (H): 0.05, atom 18 (H): 0.04, atom 19 (H): 0.05



Computed, not measured: a single C5H12N2 molecule, with ωB97M-V/def2-TZVPD.

```
19
Properties=species:S:1:pos:R:3
C -0.4527 1.4429 -0.7737
C -1.3378 0.8618 0.3322
C -1.1329 -0.5676 0.8967
N 2.6056 -1.3566 0.6199
C 1.2729 -1.0863 0.2534
C 0.3223 -0.8432 1.1605
N -0.5985 0.7980 -2.0424
H 0.5705 1.5176 -0.4001
H -0.8424 2.4346 -1.0513
H -2.3162 0.8815 -0.1868
H -1.5031 1.4605 1.2266
H -1.6276 -0.6186 1.8639
H -1.5678 -1.3834 0.3068
H 3.0746 -0.9268 1.3912
H 3.2179 -1.8482 -0.0084
H 1.2491 -0.6866 -0.7639
H 0.5861 -1.0835 2.1848
H -0.7197 -0.1945 -2.0773
H -0.8002 1.1981 -2.9323
```

Output
SMILES string	N/C=C/CCCN
LUMO	1.1	eV
total charge	0
HOMO-LUMO gap	9.13	eV
F_max	2.4	eV Å⁻¹

What are the Löwdin partial charges on each atom? They are as follows, in elementary charge units: atom 1 (C): -0.31, atom 2 (C): -0.20, atom 3 (C): -0.21, atom 4 (N): 0.01, atom 5 (C): -0.21, atom 6 (C): -0.13, atom 7 (N): -0.01, atom 8 (H): 0.09, atom 9 (H): 0.12, atom 10 (H): 0.11, atom 11 (H): 0.10, atom 12 (H): 0.10, atom 13 (H): 0.11, atom 14 (H): 0.07, atom 15 (H): 0.07, atom 16 (H): 0.10, atom 17 (H): 0.10, atom 18 (H): 0.06, atom 19 (H): 0.06



Computed, not measured: a single C5H12N2 molecule, with ωB97M-V/def2-TZVPD.

```
19
Properties=species:S:1:pos:R:3
C 0.6163 0.9892 0.5967
C 2.1086 0.8059 0.5914
C -1.3755 1.0812 -1.4957
N 0.1206 -1.5824 0.5178
N -0.8666 -2.6064 0.6162
C -0.3404 -0.1252 0.5409
C -0.2055 0.4351 -0.8168
H 0.8279 -1.7703 1.2349
H 0.2751 1.8483 1.1518
H -1.1223 -2.9025 -0.3312
H -1.7171 -2.2524 1.0679
H -1.2972 0.0134 1.0526
H 0.5351 0.0236 -1.4880
H 2.6063 1.6412 0.1031
H 2.3793 -0.1131 0.0679
H 2.5081 0.7461 1.6112
H -1.0660 1.9621 -2.0481
H -1.8563 0.4029 -2.1987
H -2.1303 1.4033 -0.7739
```

Output
SMILES string	C[C@@H]1C(NN)[C@H]1C
LUMO	1.1	eV
total charge	0
HOMO-LUMO gap	9.40	eV
F_max	3.9	eV Å⁻¹

What are the Löwdin partial charges on each atom? They are as follows, in elementary charge units: atom 1 (C): -0.19, atom 2 (C): -0.09, atom 3 (C): -0.09, atom 4 (N): -0.12, atom 5 (N): -0.04, atom 6 (C): -0.31, atom 7 (C): -0.20, atom 8 (H): 0.10, atom 9 (H): 0.12, atom 10 (H): 0.07, atom 11 (H): 0.06, atom 12 (H): 0.14, atom 13 (H): 0.12, atom 14 (H): 0.07, atom 15 (H): 0.07, atom 16 (H): 0.08, atom 17 (H): 0.07, atom 18 (H): 0.07, atom 19 (H): 0.07



Computed, not measured: a gas-phase ion, C5H12N2 (charge +1), with ωB97M-V/def2-TZVPD.

```
19
Properties=species:S:1:pos:R:3
C 1.8989 1.2822 0.2957
C 0.8441 0.2915 -0.1971
C -0.1032 -0.1077 0.9221
C -1.0534 -1.2462 0.5210
C -2.7976 0.1409 -0.6130
N -2.3130 -0.7576 0.0860
N 1.4269 -0.9053 -0.8366
H 2.4978 1.6343 -0.5489
H 2.5449 0.8443 1.0590
H 1.4155 2.1613 0.7009
H 0.2994 0.8385 -0.9786
H 0.4307 -0.4143 1.8086
H -0.7140 0.7493 1.1813
H -0.7189 -1.9216 -0.2661
H -1.1663 -1.8667 1.4146
H -2.1935 0.6656 -1.3548
H -3.8446 0.3993 -0.5390
H 2.4376 -0.8209 -0.8605
H 1.1087 -0.9669 -1.7946
```

Output
LUMO (alpha / beta)	-4.9 / -7.9	eV
total charge	+1
HOMO-LUMO gap (alpha / beta)	8.49 / 5.46	eV
F_max	0.9	eV Å⁻¹
multiplicity	2

What are the Löwdin partial charges on each atom? They are as follows, in elementary charge units: atom 1 (C): -0.05, atom 2 (C): -0.46, atom 3 (C): -0.13, atom 4 (C): -0.13, atom 5 (C): 0.15, atom 6 (N): 0.19, atom 7 (N): 0.05, atom 8 (H): 0.09, atom 9 (H): 0.09, atom 10 (H): 0.08, atom 11 (H): 0.13, atom 12 (H): 0.13, atom 13 (H): 0.12, atom 14 (H): 0.14, atom 15 (H): 0.16, atom 16 (H): 0.14, atom 17 (H): 0.13, atom 18 (H): 0.08, atom 19 (H): 0.08



Computed, not measured: a gas-phase ion, C5H12N2 (charge +2), with ωB97M-V/def2-TZVPD.

```
19
Properties=species:S:1:pos:R:3
C 2.1910 -0.0228 -0.6159
C 0.9391 -0.7848 -0.2059
C -0.3422 0.0094 -0.1937
C -1.5254 -0.4151 0.2492
N -2.6806 0.3531 -0.0674
C -3.8931 -0.0324 0.1143
N 2.7697 0.6753 0.6294
H 2.1180 0.7480 -1.3811
H 2.9854 -0.7173 -0.8885
H 1.3597 -1.4619 0.5595
H 0.6013 -1.5518 -0.9254
H -0.2552 0.9666 -0.7063
H -1.6152 -1.1587 1.0305
H -2.4899 1.1994 -0.6034
H -4.7927 0.5597 -0.0057
H -3.9741 -1.1019 0.2933
H 2.0521 1.2730 1.0606
H 3.4186 1.4034 0.3031
H 3.1335 0.0590 1.3536
```

Output
SMILES string	C=[NH+]/C=C/CC[NH3+]
LUMO	-8.5	eV
total charge	+2
HOMO-LUMO gap	9.54	eV
F_max	2.1	eV Å⁻¹

What are the Löwdin partial charges on each atom? They are as follows, in elementary charge units: atom 1 (C): -0.11, atom 2 (C): -0.16, atom 3 (C): -0.04, atom 4 (C): -0.05, atom 5 (N): 0.05, atom 6 (C): 0.23, atom 7 (N): 0.20, atom 8 (H): 0.14, atom 9 (H): 0.14, atom 10 (H): 0.15, atom 11 (H): 0.15, atom 12 (H): 0.13, atom 13 (H): 0.15, atom 14 (H): 0.19, atom 15 (H): 0.14, atom 16 (H): 0.14, atom 17 (H): 0.17, atom 18 (H): 0.18, atom 19 (H): 0.18



Computed, not measured: 2 unconnected molecules or ions with the total composition C5H12N2O, with ωB97M-V/def2-TZVPD.

```
20
Properties=species:S:1:pos:R:3
C 0.5102 -1.8737 0.7903
N -0.5443 -1.2347 0.0176
C -1.6807 -0.6725 0.5492
C -2.7453 -0.2016 -0.1048
O -0.5607 -1.6668 -1.3083
H -0.4051 -0.8431 -1.8076
H -1.6584 -0.6149 1.6354
H 0.4817 -2.9602 0.6616
H 0.4205 -1.6507 1.8588
H 1.4868 -1.5101 0.4546
H -2.8077 -0.2424 -1.1867
H -3.5854 0.2219 0.4343
C 1.9875 1.5719 0.5141
C 0.9326 1.7421 -0.5316
N 1.1620 1.4755 -1.7739
H 0.3294 1.6975 -2.3313
H -0.0424 2.1444 -0.2097
H 1.5549 1.0647 1.3801
H 2.8306 0.9927 0.1302
H 2.3339 2.5601 0.8279
```

Output
SMILES string	[H]/N=C/C.C=CN(C)O
LUMO	0.9	eV
total charge	0
HOMO-LUMO gap	8.77	eV
F_max	1.5	eV Å⁻¹

What are the Löwdin partial charges on each atom? They are as follows, in elementary charge units: atom 1 (C): -0.05, atom 2 (N): -0.26, atom 3 (C): -0.22, atom 4 (C): -0.02, atom 5 (O): 0.00, atom 6 (H): 0.09, atom 7 (H): 0.11, atom 8 (H): 0.09, atom 9 (H): 0.09, atom 10 (H): 0.08, atom 11 (H): 0.04, atom 12 (H): 0.04, atom 13 (C): -0.10, atom 14 (C): -0.31, atom 15 (N): 0.07, atom 16 (H): 0.04, atom 17 (H): 0.11, atom 18 (H): 0.06, atom 19 (H): 0.08, atom 20 (H): 0.08



Computed, not measured: 2 unconnected molecules or ions with the total composition C5H12N2O, with ωB97M-V/def2-TZVPD.

```
20
Properties=species:S:1:pos:R:3
C 1.6290 -0.9484 2.3368
C 1.2882 -1.3746 0.9890
C 1.3807 -1.7945 -0.1436
H -0.6263 -0.0149 0.9046
H 1.8627 0.1177 2.3490
H 0.7809 -1.1253 3.0000
H 2.4941 -1.4940 2.7105
H 1.5288 -2.3117 -1.0504
H -0.0571 -0.6663 -1.0964
C -0.9743 0.0147 -1.1695
N -0.8126 0.8261 -2.3524
N -0.1953 1.9457 0.1309
C -1.0308 0.7575 0.1530
O -2.1341 -0.7721 -1.2714
H -2.1343 -1.1693 -2.1501
H 0.0829 1.2943 -2.3374
H -1.5344 1.5395 -2.3814
H 0.7751 1.6789 0.0021
H -0.2649 2.4412 1.0123
H -2.0585 1.0556 0.3644
```

Output
SMILES string	NC[C@H](N)O.C#CC
LUMO	0.8	eV
total charge	0
HOMO-LUMO gap	9.84	eV
F_max	2.1	eV Å⁻¹

What are the Löwdin partial charges on each atom? They are as follows, in elementary charge units: atom 1 (C): -0.11, atom 2 (C): -0.20, atom 3 (C): 0.09, atom 4 (H): 0.10, atom 5 (H): 0.08, atom 6 (H): 0.08, atom 7 (H): 0.08, atom 8 (H): 0.04, atom 9 (H): 0.09, atom 10 (C): -0.52, atom 11 (N): 0.06, atom 12 (N): 0.00, atom 13 (C): -0.24, atom 14 (O): -0.03, atom 15 (H): 0.09, atom 16 (H): 0.07, atom 17 (H): 0.08, atom 18 (H): 0.06, atom 19 (H): 0.07, atom 20 (H): 0.12



Computed, not measured: a single C5H12N2O molecule, with ωB97M-V/def2-TZVPD.

```
20
Properties=species:S:1:pos:R:3
C -0.3188 -1.0286 0.1857
C 0.2552 0.4168 0.4812
C 0.0151 1.3135 -1.8667
C 0.6155 -1.8470 -0.6944
C 0.0112 0.9878 1.8712
N -0.3498 1.4017 -0.4741
N -0.2779 -1.5725 1.5124
O -1.3489 -1.7357 2.0846
H -1.3566 1.4574 -0.3618
H -1.3409 -0.9431 -0.2099
H 1.3278 0.3935 0.2679
H -0.3991 0.4394 -2.3882
H -0.3505 2.2044 -2.3794
H 1.1022 1.2938 -1.9475
H 0.1819 -2.8275 -0.8828
H 0.7977 -1.3565 -1.6460
H 1.5657 -1.9924 -0.1857
H -1.0490 0.9577 2.1161
H 0.5670 0.4180 2.6126
H 0.3520 2.0193 1.9050
```

Output
SMILES string	CN[C@@H](C)[C@@H](C)N=O
LUMO	0.2	eV
total charge	0
HOMO-LUMO gap	8.96	eV
F_max	2.6	eV Å⁻¹

What are the Löwdin partial charges on each atom? They are as follows, in elementary charge units: atom 1 (C): -0.35, atom 2 (C): -0.34, atom 3 (C): -0.15, atom 4 (C): -0.05, atom 5 (C): -0.07, atom 6 (N): -0.10, atom 7 (N): -0.04, atom 8 (O): 0.01, atom 9 (H): 0.11, atom 10 (H): 0.15, atom 11 (H): 0.14, atom 12 (H): 0.07, atom 13 (H): 0.08, atom 14 (H): 0.08, atom 15 (H): 0.08, atom 16 (H): 0.07, atom 17 (H): 0.08, atom 18 (H): 0.08, atom 19 (H): 0.08, atom 20 (H): 0.08



Computed, not measured: a single C5H12N2O molecule, with ωB97M-V/def2-TZVPD.

```
20
Properties=species:S:1:pos:R:3
O -2.8899 0.0138 -0.8494
C -1.7872 -0.2357 -1.2699
C -0.5675 -0.3391 -0.4042
C -1.1860 -0.1642 1.0549
C -0.2302 -0.4681 2.2534
N 0.1714 0.9501 -0.7891
C 1.4319 0.7346 -1.4835
N 2.3066 -0.1999 -0.8498
H -1.5772 -0.3297 -2.4261
H 0.0020 -1.3815 -0.4806
H -1.7581 0.7385 1.1895
H -2.0593 -0.8959 1.1936
H -0.8910 -0.5686 3.1265
H 0.5267 0.3056 2.4594
H 0.1549 -1.4367 2.1216
H 0.3594 1.5289 0.0102
H 1.7423 1.7913 -1.7923
H 1.3066 0.4641 -2.5736
H 3.0884 0.3140 -0.3731
H 1.8563 -0.8216 -0.1177
```

Output
SMILES string	CC[C@@H](C=O)NCN
LUMO	0.9	eV
total charge	0
HOMO-LUMO gap	10.05	eV
F_max	3.1	eV Å⁻¹

What are the Löwdin partial charges on each atom? They are as follows, in elementary charge units: atom 1 (O): 0.04, atom 2 (C): -0.26, atom 3 (C): -0.28, atom 4 (C): -0.22, atom 5 (C): -0.10, atom 6 (N): -0.02, atom 7 (C): -0.37, atom 8 (N): -0.01, atom 9 (H): 0.15, atom 10 (H): 0.18, atom 11 (H): 0.10, atom 12 (H): 0.13, atom 13 (H): 0.07, atom 14 (H): 0.07, atom 15 (H): 0.04, atom 16 (H): 0.10, atom 17 (H): 0.13, atom 18 (H): 0.11, atom 19 (H): 0.09, atom 20 (H): 0.07



Computed, not measured: a molecular structure, C5H12N2O, with ωB97M-V/def2-TZVPD.

```
20
Properties=species:S:1:pos:R:3
C -0.7862 -0.3758 1.0628
N 0.1599 0.6273 1.6827
C 1.5407 0.1462 1.5441
O 1.9734 -0.9118 1.1703
C -1.0832 -0.0451 -0.3851
C -0.0220 0.6217 -1.1462
C -0.4990 1.1889 -2.4821
N -2.3455 0.0211 -0.8093
H -0.3872 -1.3814 1.1970
H -1.7230 -0.0634 1.5334
H 0.5831 0.0237 2.5269
H 2.2129 0.9542 1.8719
H -0.7186 1.2683 -0.3842
H 4.3293 -5.8493 -0.7665
H 1.0279 0.5218 -0.9150
H -0.9132 0.4035 -3.1186
H 0.1686 1.7824 -3.1018
H -1.3914 1.7499 -2.1983
H 4.3482 -5.1455 -0.9762
H -2.7385 -0.8841 -1.0509
```

Output
LUMO	0.7	eV
total charge	0
HOMO-LUMO gap	8.39	eV
F_max	4.2	eV Å⁻¹

What are the Löwdin partial charges on each atom? They are as follows, in elementary charge units: atom 1 (C): -0.15, atom 2 (N): 0.03, atom 3 (C): -0.41, atom 4 (O): 0.05, atom 5 (C): -0.45, atom 6 (C): -0.10, atom 7 (C): -0.09, atom 8 (N): 0.02, atom 9 (H): 0.12, atom 10 (H): 0.12, atom 11 (H): 0.15, atom 12 (H): 0.14, atom 13 (H): 0.17, atom 14 (H): 0.00, atom 15 (H): 0.11, atom 16 (H): 0.08, atom 17 (H): 0.07, atom 18 (H): 0.07, atom 19 (H): 0.00, atom 20 (H): 0.05



Computed, not measured: a single C5H12N2O molecule, with ωB97M-V/def2-TZVPD.

```
20
Properties=species:S:1:pos:R:3
C -1.8190 -0.1463 -0.6315
N -0.5376 -0.5494 -0.8392
C -0.2148 -1.2689 -2.0594
C 0.6614 1.5894 -0.1731
C 0.4756 0.0541 0.0160
C 0.1309 -0.2902 1.4643
N 1.2446 0.0172 2.4072
O -2.7885 -0.6447 -1.1736
H -1.9699 0.7324 0.0305
H 0.3361 -2.1700 -1.8549
H -1.1394 -1.5405 -2.5649
H 0.3168 -0.5605 -2.7009
H 0.1794 2.1384 0.6278
H 0.3027 1.8016 -1.1728
H 1.7426 1.8001 -0.1424
H 1.4949 -0.3972 -0.1851
H -0.9036 0.0030 1.6382
H 0.0105 -1.3706 1.6891
H 0.9609 -0.1799 3.3531
H 1.5161 0.9821 2.2715
```

Output
SMILES string	C[C@@H](CN)N(C)C=O
LUMO	0.8	eV
total charge	0
HOMO-LUMO gap	10.07	eV
F_max	2.4	eV Å⁻¹

What are the Löwdin partial charges on each atom? They are as follows, in elementary charge units: atom 1 (C): -0.34, atom 2 (N): -0.13, atom 3 (C): -0.02, atom 4 (C): -0.04, atom 5 (C): -0.35, atom 6 (C): -0.26, atom 7 (N): 0.01, atom 8 (O): 0.01, atom 9 (H): 0.14, atom 10 (H): 0.08, atom 11 (H): 0.09, atom 12 (H): 0.09, atom 13 (H): 0.07, atom 14 (H): 0.08, atom 15 (H): 0.08, atom 16 (H): 0.16, atom 17 (H): 0.09, atom 18 (H): 0.12, atom 19 (H): 0.06, atom 20 (H): 0.05



Computed, not measured: a single C5H12N2O molecule, with ωB97M-V/def2-TZVPD.

```
20
Properties=species:S:1:pos:R:3
C 0.4537 -1.9176 0.4472
O 1.3771 -2.9782 0.3460
C -0.1695 -1.5928 -0.8842
C -0.9156 -0.2355 -0.7887
C 0.0900 0.9029 -0.9453
N -0.5963 3.2741 1.6661
C -0.5254 2.2030 0.9766
N 0.5075 1.6676 0.2601
H 0.9636 -0.9838 0.7490
H -0.2628 -2.0776 1.2597
H 1.3897 -3.4865 1.1607
H -0.8440 -2.4121 -1.1478
H 0.5791 -1.5163 -1.6721
H -1.5515 -0.1828 -1.6527
H -1.5214 -0.2531 0.1103
H -0.2531 1.6864 -1.6277
H 1.0224 0.5271 -1.3637
H 0.3017 3.7085 1.8686
H -1.5152 1.7732 0.8433
H 1.4699 1.8935 0.3945
```

Output
SMILES string	[H]/N=C\NCCCCO
LUMO	0.8	eV
total charge	0
HOMO-LUMO gap	9.62	eV
F_max	2.3	eV Å⁻¹

What are the Löwdin partial charges on each atom? They are as follows, in elementary charge units: atom 1 (C): -0.30, atom 2 (O): -0.06, atom 3 (C): -0.19, atom 4 (C): -0.18, atom 5 (C): -0.20, atom 6 (N): 0.06, atom 7 (C): -0.35, atom 8 (N): -0.01, atom 9 (H): 0.11, atom 10 (H): 0.13, atom 11 (H): 0.08, atom 12 (H): 0.11, atom 13 (H): 0.11, atom 14 (H): 0.10, atom 15 (H): 0.10, atom 16 (H): 0.11, atom 17 (H): 0.11, atom 18 (H): 0.02, atom 19 (H): 0.11, atom 20 (H): 0.12